Here is a 2-piece molecular cluster, C8H6BrCl overall at a distorted geometry from the Open Molecules 2025 dataset. Energies are from ωB97M-V/def2-TZVPD.

The calculation puts the relative energy (zero: lowest compared OMol25 entry of this formula, charge and spin) at 8.9 kJ/mol. Its spin multiplicity is 1. Its HOMO energy is -9.16 eV.

XYZ file:
```
16
Properties=species:S:1:pos:R:3:forces:R:3
C -2.340 0.919 1.643 1.3384 -2.6592 -0.7296
C -2.213 0.242 0.339 -0.9527 -1.6439 -1.5222
C -2.395 -0.466 -0.643 1.0764 0.4636 -1.0758
C -2.313 -1.118 -1.928 -0.1152 0.6911 2.6373
C -2.187 -1.823 -2.889 -0.2750 -0.5746 -1.8257
Cl -2.196 -2.636 -4.376 0.1407 0.7100 1.5067
H -1.939 0.070 2.369 -1.2040 2.2039 -0.8384
H -3.418 1.134 1.641 0.5673 0.4143 1.0401
H -1.622 1.735 1.558 -0.5174 0.3828 0.8206
C 1.922 -1.349 -1.869 0.6309 -3.0326 -1.6902
C 1.166 -2.628 -1.790 1.4243 0.4620 1.3003
C 0.940 -3.747 -1.415 -1.3078 -1.1540 -0.3522
Br 0.137 -5.371 -1.163 0.4106 0.5478 -0.0109
H 3.018 -1.695 -2.071 -1.9741 1.3814 -0.1277
H 1.839 -0.807 -0.995 0.0677 0.8643 2.1153
H 1.335 -0.808 -2.576 0.6900 0.9429 -1.2476
```
Forces are in eV/Å.

=====

Here is C4H3O2 as an isolated structure at a distorted geometry from the Open Molecules 2025 dataset. Energies are from ωB97M-V/def2-TZVPD.

The calculation puts the relative energy (zero: lowest compared OMol25 entry of this formula, charge and spin) at 87.7 kJ/mol. Its spin multiplicity is 1. As for the charge: +1. Its HOMO energy is -15.27 eV.

XYZ file:
```
9
Properties=species:S:1:pos:R:3:forces:R:3
C 0.345 0.426 0.152 0.1066 -0.3517 0.9358
C -1.813 -0.965 -0.511 1.1343 0.3934 0.2447
C -0.761 -0.210 -0.190 1.1863 -1.0220 -0.7167
C -2.650 0.048 -0.149 -1.0032 0.7753 0.2802
O 1.033 1.220 -0.622 0.0718 0.2797 -0.6050
O -3.124 1.006 0.203 -1.0649 0.1770 0.0177
H 0.655 0.269 1.194 -0.0429 0.0526 -0.2223
H -1.934 -1.959 -0.902 -0.1715 -0.1442 -0.0728
H 1.820 1.609 -0.207 -0.2165 -0.1601 0.1385
```
Forces are in eV/Å.

=====

Here is C4HF3 in the gas phase at a distorted geometry from the Open Molecules 2025 dataset. Energies are from ωB97M-V/def2-TZVPD.

The calculation puts the relative energy (zero: lowest compared OMol25 entry of this formula, charge and spin) at 333.4 kJ/mol. Its spin multiplicity is 1. Its HOMO energy (alpha / beta) is -10.70 / -10.73 eV.

XYZ file:
```
8
Properties=species:S:1:pos:R:3:forces:R:3
C 1.739 1.953 0.420 5.2037 1.9829 -1.5523
C 0.633 1.584 0.763 -10.8760 -7.8489 -0.8576
C -0.574 0.409 0.235 5.2000 9.7971 2.5916
C -0.157 -0.839 -0.226 2.2043 -4.6599 -2.9327
F 1.179 -1.040 -0.269 -0.7882 0.1193 1.7091
F -0.844 -1.717 0.543 0.7411 -0.2201 0.1345
F -0.440 -1.199 -1.528 -1.2460 1.1419 0.7853
H -1.537 0.848 0.062 -0.4389 -0.3123 0.1222
```
Forces are in eV/Å.

=====

Here is a 2-piece molecular cluster, C6H19N3P overall at a distorted geometry from the Open Molecules 2025 dataset. Energies are from ωB97M-V/def2-TZVPD.

The calculation puts the relative energy (zero: lowest compared OMol25 entry of this formula, charge and spin) at 138.1 kJ/mol. Its spin multiplicity is 1. As for the charge: +1. Its HOMO energy is -12.99 eV.

XYZ file:
```
29
Properties=species:S:1:pos:R:3:forces:R:3
C -0.028 2.332 2.423 1.2217 -2.0832 -0.1277
C 0.818 2.303 -0.700 -3.5200 -0.0634 2.7596
C 2.142 0.257 -0.976 -0.6209 0.3564 -0.4987
C -2.702 0.731 -0.222 -2.7156 -1.1994 1.1756
C -1.523 -0.834 -1.488 -1.3806 -1.2952 -0.0339
C 1.100 -4.540 -0.017 -0.1055 2.0327 -0.3294
N -0.691 1.213 1.665 -1.0746 -0.3348 2.2014
N 1.016 0.878 -0.251 1.4476 1.9541 0.5351
N -1.646 0.072 -0.343 0.8609 -1.0649 -1.6474
P 0.080 0.042 0.742 -1.3007 0.2420 0.3671
H -0.554 2.398 3.342 -0.1564 0.1111 1.0135
H 1.091 2.102 2.640 -1.9456 0.6804 -0.5286
H -0.220 3.241 1.898 0.4068 0.7261 -0.2468
H 0.316 2.877 0.201 0.8134 -1.2353 -2.1051
H 1.715 2.858 -0.806 0.9330 -0.0488 -0.8120
H 0.051 2.322 -1.522 1.2252 0.2181 0.3712
H 1.577 0.042 -1.874 1.3309 -0.4725 -1.0805
H 2.906 1.029 -1.089 -0.1429 -0.2470 -0.3437
H 2.649 -0.625 -0.579 -0.6997 0.0158 0.4011
H 0.344 -4.987 0.571 -1.1077 -0.3564 0.4392
H -2.740 1.363 0.652 -0.2031 0.6547 -0.1829
H -3.720 0.379 -0.689 2.1772 1.1399 0.1950
H -0.771 -0.370 -2.161 -0.3222 -0.7475 0.2848
H -1.242 -1.907 -1.093 -0.4139 2.1585 -1.0925
H -2.564 -0.808 -1.995 1.9342 -0.5622 0.4463
H 0.780 -3.515 -0.413 0.3594 -1.5468 0.3864
H 1.403 -5.216 -0.778 0.1271 -0.3515 -0.8788
H 1.924 -4.398 0.646 0.7226 0.2539 0.3803
H -1.509 0.761 2.217 2.1496 1.0652 -1.0487
```
Forces are in eV/Å.

=====

Here is C4H2AuO as an isolated structure at a distorted geometry from the Open Molecules 2025 dataset. Energies are from ωB97M-V/def2-TZVPD.

Its spin multiplicity is 4. As for the charge: +2. Its HOMO energy (alpha / beta) is -18.17 / -21.02 eV.

XYZ file:
```
8
Properties=species:S:1:pos:R:3:forces:R:3
C -2.490 0.416 -0.436 -1.2176 -0.2568 0.0746
C -1.527 -0.381 -0.469 2.4725 1.6623 0.5498
C -0.232 -0.221 -0.265 -1.7388 -1.7002 -0.2898
C 1.112 -0.154 -0.115 -1.6610 1.8005 -2.8299
O 1.776 -0.757 0.775 -10.0498 -4.0389 -5.0787
Au 3.129 -0.400 1.634 11.6840 2.8564 7.2858
H -3.376 1.007 -0.257 -0.0276 -0.1240 -0.1452
H 1.609 0.491 -0.867 0.5385 -0.1992 0.4332
```
Forces are in eV/Å.